(1)
Here is a 10-piece molecular cluster, C17H54O10 overall from the Open Molecules 2025 dataset. Energies are from the ωB97M-V functional and the def2-TZVPD basis.

The geometry in XYZ format:
```
81
Properties=species:S:1:pos:R:3
O -2.365 1.413 3.484
O 2.637 -0.704 1.374
O -3.947 -2.387 -1.734
O -2.877 3.722 1.927
O 1.907 -3.920 -3.713
O 0.561 -2.267 3.498
O 0.672 0.492 -0.428
O 4.642 -0.847 -2.086
O -0.249 0.044 -3.019
O 2.868 4.475 -0.719
C -1.551 -0.523 -2.964
C 2.076 3.560 -0.012
C -1.633 4.178 1.620
C 2.954 0.770 -2.654
C 3.473 -0.199 -1.633
C -2.412 0.678 -2.900
C -0.034 -2.448 1.338
C 3.092 0.336 2.101
C -2.768 0.055 3.235
C 1.464 -2.674 -3.081
C -0.291 -3.017 2.730
C -1.685 4.486 0.164
C -3.320 -1.921 0.479
C 2.294 0.521 3.357
C -3.679 -2.955 -0.495
C 1.171 -2.876 -1.643
C -0.451 1.006 0.239
H -0.148 1.083 1.272
H 2.711 1.234 4.058
H 2.817 4.200 -1.627
H 2.770 -0.903 -1.246
H -1.000 3.342 1.829
H -0.063 -1.373 1.425
H 2.419 0.232 -3.414
H -4.457 -3.535 -0.138
H 1.474 -2.614 3.478
H -0.675 4.548 -0.178
H 0.240 -3.469 -1.562
H 2.053 -0.401 0.632
H 2.373 2.521 -0.065
H 3.792 1.396 -3.088
H -2.867 -3.717 -0.407
H -1.833 -0.480 2.901
H 0.607 -2.423 -3.637
H -0.749 1.970 -0.156
H 2.267 1.493 -2.182
H 1.230 0.695 3.202
H 3.116 1.308 1.544
H -3.558 -0.043 2.555
H -0.729 -2.807 0.631
H 2.881 -3.837 -3.762
H 4.051 0.137 2.488
H -2.043 5.491 0.003
H 4.606 -1.792 -1.914
H -2.296 1.410 -3.682
H -1.382 5.021 2.222
H 3.745 0.253 -0.689
H 0.907 -2.758 0.960
H 0.071 -4.049 2.675
H -1.717 -1.080 -3.920
H -3.029 -0.312 4.267
H -2.341 3.831 -0.466
H -1.532 -1.226 -2.142
H -2.455 -1.384 0.145
H -1.631 1.356 4.174
H 1.982 3.762 1.029
H -1.348 -2.895 2.906
H 2.006 -3.269 -1.094
H 2.383 -0.382 3.881
H 1.076 3.680 -0.489
H 0.318 0.227 -1.301
H -2.075 1.136 -1.954
H -3.501 0.495 -2.682
H -0.166 0.839 -3.530
H 0.921 -1.890 -1.253
H -2.814 2.969 2.537
H -1.193 0.200 0.200
H 2.189 -1.968 -3.354
H -4.765 -1.925 -1.569
H -3.089 -2.153 1.527
H -4.100 -1.142 0.496
```

Results
E_LUMO (eV): 0.4162
SMILES: CCO.CCO.CCO.CCO.CCO.CCO.CCO.CO.CO.CO
Highest occupied orbital energy (eV): -9.70
Kohn-Sham gap (eV): 10.11

=====

(2)
Here is C17H55AsF6O10 as an isolated structure from the Open Molecules 2025 dataset. Energies are from the ωB97M-V functional and the def2-TZVPD basis.

The geometry in XYZ format:
```
89
Properties=species:S:1:pos:R:3
As 0.130 0.495 -0.124
F -1.372 1.393 -0.304
F 1.622 -0.434 -0.010
F -0.740 -1.006 -0.565
F -0.229 0.044 1.552
F 0.995 1.906 0.353
F 0.377 0.809 -1.826
O 4.783 0.268 -2.914
O -0.739 0.206 4.786
O 0.413 -4.732 -2.684
O 2.348 3.750 -1.381
O -0.360 2.265 -3.887
O -5.870 -2.743 -3.436
O 1.651 -0.903 3.833
O -0.853 3.991 0.762
O -0.580 -3.131 0.970
O 2.390 -2.623 2.071
C -2.420 -2.485 2.330
C -1.800 -3.640 1.548
C -1.417 1.338 4.201
C 0.661 4.383 -4.333
C 1.370 -3.689 -2.470
C -5.207 -1.266 -1.709
C 0.226 2.681 -6.177
C -3.468 -2.479 -2.993
C 3.582 0.445 -2.187
C -2.040 4.535 1.335
C -1.498 -4.883 2.323
C 0.604 2.911 -4.709
C -4.882 -2.573 -2.419
C 3.230 -0.753 5.526
C 2.759 -0.064 4.229
C 2.431 1.396 4.457
C 3.561 3.994 -0.722
H 0.995 4.555 -3.312
H -2.235 1.600 4.873
H 5.048 1.108 -3.293
H -0.443 0.425 5.674
H -3.317 -1.533 -3.509
H -3.289 -2.843 2.896
H -3.239 -3.279 -3.704
H -2.660 4.887 0.508
H -0.838 -2.307 0.505
H 0.725 -2.837 -2.224
H 0.851 -0.350 3.959
H 2.561 2.006 3.564
H 0.028 1.792 -3.129
H -0.088 1.641 -6.258
H 3.055 -0.500 -2.069
H -5.687 -3.552 -3.922
H 1.729 3.365 -0.752
H -1.894 1.023 3.278
H 2.834 1.033 -2.728
H -2.517 -3.818 0.735
H -0.663 2.105 4.042
H -1.083 3.101 0.463
H 3.823 5.042 -0.894
H 3.611 -1.774 5.449
H -0.302 4.868 -4.496
H -2.845 -1.712 1.688
H 3.081 1.793 5.237
H 1.426 4.859 -4.959
H -0.548 3.391 -6.472
H -1.752 -2.022 3.059
H -2.724 -2.581 -2.200
H -2.375 -5.157 2.913
H -6.278 -1.172 -1.503
H -4.975 -0.394 -2.315
H 4.382 3.326 -1.013
H -1.773 5.336 2.022
H 1.654 -3.275 1.971
H -0.084 -4.730 -1.859
H 2.449 -0.686 6.280
H 1.050 2.828 -6.877
H -0.601 -4.750 2.926
H -2.650 3.839 1.920
H -4.993 -3.455 -1.778
H 2.065 -3.742 -1.622
H 1.586 2.488 -4.466
H 1.412 1.582 4.802
H 3.529 -0.063 3.449
H 2.011 -3.470 -3.320
H 3.703 0.910 -1.207
H -4.803 -1.306 -0.696
H 4.144 -0.284 5.917
H 3.491 3.826 0.361
H 3.137 -3.048 2.525
H -1.424 -5.724 1.630
H 2.036 -1.773 2.503
```

Results
E_LUMO (eV): -1.1761
Highest occupied orbital energy (eV): -8.81
Kohn-Sham gap (eV): 7.63

=====

(3)
Here is a 12-piece molecular cluster, C17H58O12 overall from the Open Molecules 2025 dataset. Energies are from the ωB97M-V functional and the def2-TZVPD basis.

The geometry in XYZ format:
```
87
Properties=species:S:1:pos:R:3
O -2.681 1.202 -1.816
O 3.091 3.009 -2.830
O -4.134 -2.791 1.171
O 1.619 -3.249 1.312
O -0.138 -0.602 -5.336
O -0.672 -4.211 -0.681
O -0.859 1.466 0.332
O 0.454 3.857 0.872
O -3.852 2.881 4.691
O 4.139 -0.555 -4.066
O -4.869 3.547 1.068
O 4.800 -0.242 1.573
C -2.114 1.666 3.414
C 0.687 -0.865 -4.241
C 1.310 -4.329 -2.074
C -2.604 0.188 -2.800
C 3.937 -0.516 -2.647
C 1.649 3.405 1.383
C -0.601 0.121 0.486
C -3.534 4.034 0.924
C 0.308 -0.440 -0.578
C 2.609 -4.301 1.366
C 1.741 2.636 -2.580
C -3.453 -2.011 2.181
C 3.333 -0.431 1.634
C 2.269 4.547 2.152
C -2.942 1.786 4.690
C -2.061 -2.615 2.266
C -0.210 -4.348 -1.990
H -2.534 -0.782 -2.308
H 3.671 0.490 -2.322
H 1.648 -5.113 -1.398
H 1.503 2.633 2.139
H -0.069 -0.398 -1.599
H -3.510 5.034 0.489
H 3.110 3.862 -3.270
H -0.633 -3.501 -2.531
H 0.172 0.156 -5.837
H 3.093 -1.162 -2.406
H 0.445 -1.482 -0.288
H -3.430 -0.954 1.917
H 2.820 -4.676 0.365
H 5.228 -1.097 1.484
H -2.911 3.418 0.276
H 3.009 -1.203 0.936
H 4.797 -0.836 -2.058
H -0.153 -0.164 1.438
H -3.468 0.192 -3.465
H -2.794 1.424 2.597
H 3.159 4.149 2.640
H -1.699 0.348 -3.385
H -1.493 -2.005 2.969
H -2.395 1.673 5.626
H 2.286 2.967 0.615
H -2.079 -3.677 2.508
H -4.102 3.092 5.593
H 1.539 4.871 2.893
H 1.293 2.272 -3.504
H 2.276 -5.086 2.046
H 1.172 3.507 -2.253
H 1.604 1.968 -1.729
H 2.510 5.427 1.555
H 1.673 -1.191 -4.570
H -5.080 -2.757 1.331
H 0.030 3.016 0.688
H -1.555 -4.580 -0.614
H -4.006 -2.070 3.118
H 0.803 -3.625 0.974
H -3.482 0.843 4.770
H -1.548 -0.415 0.431
H -0.671 -5.268 -2.350
H 1.258 0.094 -0.554
H 3.552 -3.880 1.714
H -5.225 3.244 0.230
H -1.328 1.494 -0.505
H 0.816 0.086 -3.725
H 2.926 0.544 1.369
H 1.707 -4.584 -3.057
H -3.617 1.395 -1.722
H -1.511 -2.442 1.341
H 3.047 -0.695 2.652
H 1.715 -3.366 -1.761
H -1.404 0.843 3.493
H -1.475 2.521 3.190
H -2.966 4.160 1.846
H 0.196 -1.574 -3.575
H 4.858 0.027 -4.322
```

Results
E_LUMO (alpha / beta) (eV): -2.2745 / -9.2256
Highest occupied orbital energy (alpha / beta) (eV): -12.23 / -12.23
Net charge: +1
Spin multiplicity: 2
Kohn-Sham gap (alpha / beta) (eV): 9.96 / 3.00

=====

Repeat the first record exactly.
Here is a 10-piece molecular cluster, C17H54O10 overall from the Open Molecules 2025 dataset. Energies are from the ωB97M-V functional and the def2-TZVPD basis.

The geometry in XYZ format:
```
81
Properties=species:S:1:pos:R:3
O -2.365 1.413 3.484
O 2.637 -0.704 1.374
O -3.947 -2.387 -1.734
O -2.877 3.722 1.927
O 1.907 -3.920 -3.713
O 0.561 -2.267 3.498
O 0.672 0.492 -0.428
O 4.642 -0.847 -2.086
O -0.249 0.044 -3.019
O 2.868 4.475 -0.719
C -1.551 -0.523 -2.964
C 2.076 3.560 -0.012
C -1.633 4.178 1.620
C 2.954 0.770 -2.654
C 3.473 -0.199 -1.633
C -2.412 0.678 -2.900
C -0.034 -2.448 1.338
C 3.092 0.336 2.101
C -2.768 0.055 3.235
C 1.464 -2.674 -3.081
C -0.291 -3.017 2.730
C -1.685 4.486 0.164
C -3.320 -1.921 0.479
C 2.294 0.521 3.357
C -3.679 -2.955 -0.495
C 1.171 -2.876 -1.643
C -0.451 1.006 0.239
H -0.148 1.083 1.272
H 2.711 1.234 4.058
H 2.817 4.200 -1.627
H 2.770 -0.903 -1.246
H -1.000 3.342 1.829
H -0.063 -1.373 1.425
H 2.419 0.232 -3.414
H -4.457 -3.535 -0.138
H 1.474 -2.614 3.478
H -0.675 4.548 -0.178
H 0.240 -3.469 -1.562
H 2.053 -0.401 0.632
H 2.373 2.521 -0.065
H 3.792 1.396 -3.088
H -2.867 -3.717 -0.407
H -1.833 -0.480 2.901
H 0.607 -2.423 -3.637
H -0.749 1.970 -0.156
H 2.267 1.493 -2.182
H 1.230 0.695 3.202
H 3.116 1.308 1.544
H -3.558 -0.043 2.555
H -0.729 -2.807 0.631
H 2.881 -3.837 -3.762
H 4.051 0.137 2.488
H -2.043 5.491 0.003
H 4.606 -1.792 -1.914
H -2.296 1.410 -3.682
H -1.382 5.021 2.222
H 3.745 0.253 -0.689
H 0.907 -2.758 0.960
H 0.071 -4.049 2.675
H -1.717 -1.080 -3.920
H -3.029 -0.312 4.267
H -2.341 3.831 -0.466
H -1.532 -1.226 -2.142
H -2.455 -1.384 0.145
H -1.631 1.356 4.174
H 1.982 3.762 1.029
H -1.348 -2.895 2.906
H 2.006 -3.269 -1.094
H 2.383 -0.382 3.881
H 1.076 3.680 -0.489
H 0.318 0.227 -1.301
H -2.075 1.136 -1.954
H -3.501 0.495 -2.682
H -0.166 0.839 -3.530
H 0.921 -1.890 -1.253
H -2.814 2.969 2.537
H -1.193 0.200 0.200
H 2.189 -1.968 -3.354
H -4.765 -1.925 -1.569
H -3.089 -2.153 1.527
H -4.100 -1.142 0.496
```

Results
E_LUMO (eV): 0.4162
SMILES: CCO.CCO.CCO.CCO.CCO.CCO.CCO.CO.CO.CO
Highest occupied orbital energy (eV): -9.70
Kohn-Sham gap (eV): 10.11